Record 1
C63H146N6O13 | ωB97M-V/def2-TZVPD

Each line ends with the Mulliken charge.
Geometry (Å):
C (-3.979, 5.302, -4.399)  -1.80
C (-4.054, 6.875, -4.433)  1.15
C (-2.588, 7.484, -4.353)  -1.56
C (-4.624, 7.220, -5.897)  -1.08
C (-5.103, 8.728, -6.053)  -0.76
C (-6.190, 9.015, -4.987)  -1.10
C (-5.716, 8.719, -3.500)  1.44
C (-4.914, 9.937, -3.012)  -1.60
C (-7.079, 8.639, -2.778)  -1.92
N (-4.980, 7.434, -3.400)  0.36
O (-4.508, 7.200, -2.177)  -0.50
H (-3.479, 4.914, -3.511)  0.39
H (-5.010, 4.951, -4.440)  0.45
H (-3.428, 4.937, -5.266)  0.36
H (-2.766, 8.536, -4.575)  0.31
H (-2.175, 7.342, -3.354)  0.35
H (-1.902, 7.014, -5.057)  0.41
H (-3.937, 6.978, -6.709)  0.46
H (-5.522, 6.618, -6.035)  0.39
H (-4.277, 9.427, -5.922)  0.34
H (-5.525, 8.912, -7.041)  0.40
H (-7.126, 8.497, -5.193)  0.41
H (-6.447, 10.063, -5.143)  0.39
H (-4.706, 10.008, -1.945)  0.34
H (-5.470, 10.836, -3.278)  0.42
H (-3.980, 10.012, -3.569)  0.31
H (-7.060, 8.431, -1.709)  0.42
H (-7.662, 7.817, -3.192)  0.45
H (-7.607, 9.589, -2.698)  0.36
H (-5.118, 6.519, -1.884)  0.38
C (0.670, -4.878, 8.749)  -1.66
C (-0.030, -3.585, 8.280)  1.26
C (-0.369, -3.797, 6.786)  -2.00
C (-1.465, -3.409, 8.906)  -1.16
C (-1.404, -2.934, 10.382)  -0.70
C (-0.673, -1.580, 10.421)  -1.22
C (0.723, -1.572, 9.749)  1.55
C (1.091, -0.058, 9.403)  -1.88
C (1.841, -2.140, 10.718)  -1.72
N (0.648, -2.253, 8.423)  0.36
O (1.785, -2.159, 7.647)  -0.46
H (1.043, -4.888, 9.773)  0.32
H (0.070, -5.761, 8.526)  0.39
H (1.517, -4.968, 8.068)  0.43
H (-0.930, -3.012, 6.279)  0.42
H (0.450, -3.764, 6.068)  0.46
H (-0.918, -4.727, 6.638)  0.41
H (-2.120, -2.687, 8.418)  0.42
H (-1.989, -4.364, 8.881)  0.46
H (-2.435, -2.828, 10.721)  0.41
H (-0.962, -3.803, 10.869)  0.29
H (-0.519, -1.547, 11.500)  0.37
H (-1.262, -0.684, 10.226)  0.42
H (2.128, -0.029, 9.069)  0.42
H (1.000, 0.648, 10.228)  0.43
H (0.501, 0.229, 8.532)  0.46
H (2.127, -1.269, 11.307)  0.49
H (2.657, -2.586, 10.149)  0.31
H (1.394, -2.767, 11.490)  0.39
H (1.488, -1.858, 6.785)  0.34
C (5.829, 2.100, -7.820)  -1.88
C (5.950, 0.839, -7.046)  1.46
C (4.786, 0.800, -6.022)  -1.83
C (5.708, -0.421, -7.982)  -1.02
C (6.921, -0.779, -8.804)  -0.72
C (8.063, -1.137, -7.848)  -1.21
C (8.480, 0.039, -6.910)  1.35
C (9.203, -0.564, -5.708)  -1.95
C (9.410, 0.931, -7.749)  -1.68
N (7.266, 0.723, -6.386)  0.61
O (7.605, 1.755, -5.485)  -0.52
H (6.501, 2.207, -8.671)  0.34
H (4.885, 2.262, -8.339)  0.45
H (6.000, 2.966, -7.180)  0.38
H (3.775, 0.846, -6.427)  0.34
H (4.988, -0.154, -5.535)  0.47
H (4.796, 1.629, -5.315)  0.37
H (5.294, -1.286, -7.464)  0.37
H (4.968, -0.312, -8.776)  0.38
H (6.738, -1.679, -9.391)  0.38
H (7.244, -0.032, -9.529)  0.35
H (8.938, -1.438, -8.424)  0.44
H (7.831, -1.919, -7.125)  0.40
H (9.697, 0.214, -5.125)  0.43
H (10.006, -1.223, -6.038)  0.39
H (8.617, -1.203, -5.048)  0.40
H (8.889, 1.363, -8.603)  0.35
H (10.213, 0.364, -8.220)  0.39
H (9.787, 1.716, -7.093)  0.38
H (7.395, 1.340, -4.646)  0.35
C (-3.703, -10.378, -0.453)  -1.71
C (-3.169, -9.547, -1.620)  1.61
C (-3.707, -8.126, -1.469)  -2.07
C (-1.650, -9.363, -1.611)  -1.25
C (-0.832, -10.629, -2.021)  -0.82
C (-1.355, -11.206, -3.403)  -1.04
C (-2.956, -11.245, -3.543)  1.34
C (-3.192, -11.357, -5.101)  -1.87
C (-3.490, -12.542, -2.855)  -1.77
N (-3.571, -10.066, -2.934)  0.37
O (-4.929, -9.906, -3.170)  -0.47
H (-3.433, -9.938, 0.507)  0.43
H (-4.756, -10.589, -0.641)  0.39
H (-3.309, -11.394, -0.415)  0.29
H (-3.468, -7.620, -2.405)  0.51
H (-4.782, -8.065, -1.300)  0.37
H (-3.280, -7.619, -0.604)  0.41
H (-1.342, -8.481, -2.173)  0.45
H (-1.331, -8.983, -0.640)  0.49
H (0.217, -10.361, -2.149)  0.43
H (-0.789, -11.406, -1.257)  0.35
H (-1.067, -12.255, -3.477)  0.39
H (-0.909, -10.578, -4.174)  0.41
H (-2.729, -10.524, -5.631)  0.44
H (-4.237, -11.421, -5.402)  0.40
H (-2.694, -12.244, -5.492)  0.41
H (-4.566, -12.602, -2.691)  0.38
H (-3.099, -12.820, -1.876)  0.32
H (-3.423, -13.419, -3.499)  0.45
H (-4.849, -9.184, -3.797)  0.35
C (-9.773, -3.553, 3.399)  -0.75
O (-9.216, -2.261, 3.498)  -0.35
C (-8.015, -2.071, 2.859)  -0.69
C (-8.224, -1.694, 1.380)  -0.54
N (-8.860, -0.394, 1.236)  -0.34
C (-8.821, -0.071, -0.158)  -0.68
C (-9.796, 1.099, -0.372)  -0.64
O (-11.149, 0.730, 0.050)  -0.33
C (-12.071, 1.788, -0.073)  -0.77
H (-10.065, -3.791, 2.376)  0.29
H (-10.529, -3.687, 4.173)  0.27
H (-9.076, -4.386, 3.493)  0.34
H (-7.334, -2.906, 3.026)  0.44
H (-7.625, -1.174, 3.339)  0.23
H (-8.786, -2.541, 0.986)  0.29
H (-7.317, -1.784, 0.783)  0.56
H (-9.861, -0.519, 1.288)  0.30
H (-9.106, -0.890, -0.818)  0.35
H (-7.842, 0.305, -0.457)  0.37
H (-9.718, 1.384, -1.421)  0.43
H (-9.532, 2.005, 0.174)  0.36
H (-12.268, 2.048, -1.113)  0.30
H (-11.815, 2.750, 0.371)  0.32
H (-13.018, 1.496, 0.381)  0.26
C (4.263, 8.276, -0.726)  -0.72
O (3.492, 9.379, -0.208)  -0.29
C (2.605, 9.015, 0.923)  -0.67
C (1.918, 10.337, 1.424)  -0.68
N (2.808, 11.327, 2.095)  -0.44
C (2.259, 12.625, 2.349)  -0.57
C (3.462, 13.576, 2.260)  -0.68
O (3.974, 13.466, 0.884)  -0.34
C (5.236, 14.070, 0.745)  -0.76
H (4.664, 7.607, 0.035)  0.29
H (4.994, 8.606, -1.465)  0.23
H (3.504, 7.638, -1.179)  0.30
H (3.172, 8.525, 1.714)  0.38
H (1.787, 8.334, 0.689)  0.43
H (1.130, 10.107, 2.141)  0.41
H (1.408, 10.713, 0.537)  0.37
H (3.589, 11.527, 1.487)  0.33
H (1.743, 12.799, 3.293)  0.35
H (1.563, 12.799, 1.528)  0.34
H (4.247, 13.126, 2.867)  0.37
H (3.316, 14.597, 2.612)  0.47
H (5.832, 13.757, 1.602)  0.32
H (5.253, 15.149, 0.590)  0.29
H (5.821, 13.669, -0.082)  0.26
C (6.321, -6.165, -2.874)  -1.44
C (4.891, -5.543, -3.096)  0.61
C (4.060, -6.101, -4.187)  -1.30
O (4.219, -5.776, -1.931)  -0.53
H (6.305, -7.225, -3.125)  0.36
H (6.710, -5.898, -1.891)  0.42
H (6.925, -5.713, -3.661)  0.38
H (4.954, -4.465, -3.242)  0.20
H (3.965, -7.187, -4.194)  0.27
H (4.399, -5.841, -5.190)  0.37
H (3.056, -5.676, -4.197)  0.33
H (4.672, -6.558, -1.608)  0.33
C (5.289, -7.660, 3.706)  -1.30
C (5.250, -9.175, 3.409)  0.40
C (4.046, -9.877, 4.029)  -1.13
O (5.227, -9.182, 2.038)  -0.51
H (4.263, -7.296, 3.667)  0.30
H (6.028, -6.972, 3.296)  0.35
H (5.481, -7.469, 4.762)  0.37
H (6.161, -9.655, 3.768)  0.27
H (4.185, -9.901, 5.109)  0.32
H (4.012, -10.828, 3.497)  0.32
H (3.188, -9.291, 3.699)  0.32
H (5.230, -10.095, 1.740)  0.30
C (0.888, 1.319, 0.596)  -1.28
C (0.525, -0.154, 0.672)  0.58
C (-0.233, -0.516, -0.595)  -1.29
O (1.733, -0.914, 0.914)  -0.53
H (1.246, 1.620, 1.580)  0.32
H (0.063, 1.901, 0.184)  0.36
H (1.715, 1.537, -0.080)  0.33
H (-0.155, -0.259, 1.517)  0.14
H (0.361, -0.261, -1.473)  0.33
H (-1.115, 0.113, -0.472)  0.37
H (-0.502, -1.570, -0.666)  0.38
H (1.744, -1.737, 0.419)  0.30
C (8.930, 2.237, 1.534)  -1.32
C (7.701, 1.477, 1.996)  0.58
C (6.903, 2.240, 3.024)  -1.27
O (6.957, 1.265, 0.818)  -0.55
H (8.547, 3.173, 1.126)  0.32
H (9.451, 1.722, 0.727)  0.31
H (9.644, 2.516, 2.309)  0.38
H (7.912, 0.475, 2.368)  0.26
H (6.442, 3.091, 2.522)  0.33
H (7.461, 2.709, 3.834)  0.34
H (6.057, 1.697, 3.446)  0.33
H (6.251, 0.638, 0.989)  0.31
C (-4.043, 3.107, 5.342)  -1.25
C (-5.172, 3.758, 4.590)  0.65
C (-5.154, 5.224, 4.824)  -1.43
O (-5.086, 3.412, 3.205)  -0.56
H (-3.139, 3.198, 4.739)  0.33
H (-4.273, 2.045, 5.426)  0.30
H (-3.858, 3.495, 6.343)  0.34
H (-6.124, 3.418, 4.997)  0.26
H (-5.311, 5.492, 5.869)  0.37
H (-5.977, 5.737, 4.327)  0.34
H (-4.242, 5.725, 4.497)  0.34
H (-5.717, 2.711, 3.028)  0.31

Summary:
**Structure (SMILES)**: CC1(C)CCCC(C)(C)N1O.CC1(C)CCCC(C)(C)N1O.CC1(C)CCCC(C)(C)N1O.CC1(C)CCCC(C)(C)N1O.COCCNCCOC.COCCNCCOC.CC(C)O.CC(C)O.CC(C)O.CC(C)O.CC(C)O
**Frontier orbital gap**: 8.24 eV
**HOMO**: -0.295 Ha
**E_LUMO**: 0.209 eV
**Spin multiplicity**: 1

***

Record 2
C4H8N2O2 | ωB97M-V/def2-TZVPD

Each line ends with the Mulliken charge.
Geometry (Å):
C (-1.435, 1.243, -0.505)  -0.99
C (1.226, -2.102, -0.480)  -0.85
N (0.917, -1.139, 0.559)  -0.38
C (-0.856, 1.326, 1.193)  0.72
C (-0.417, 0.242, -0.819)  0.00
O (0.005, 2.366, 1.369)  -0.49
N (0.272, 0.005, 0.250)  0.02
O (-1.526, 0.920, 2.096)  -0.59
H (0.437, 2.581, 0.531)  0.34
H (1.656, -0.956, 1.226)  0.24
H (-2.408, 0.802, -0.296)  0.31
H (-1.440, 2.129, -1.141)  0.30
H (-0.335, -0.322, -1.747)  0.43
H (1.813, -2.908, -0.042)  0.33
H (0.297, -2.511, -0.876)  0.31
H (1.794, -1.678, -1.319)  0.31

Summary:
**Frontier orbital gap**: 9.76 eV
**HOMO**: -0.333 Ha
**E_LUMO**: 0.701 eV
**Spin multiplicity**: 1

***

Record 3
C42H41Cl2N4O4STeTi | ωB97M-V/def2-TZVPD

Each line ends with the Mulliken charge.
Geometry (Å):
Ti (0.035, -0.227, 0.109)  -0.70
C (7.106, -1.105, 1.237)  -1.55
C (5.705, -0.630, 0.961)  -0.31
C (5.434, 0.552, 0.308)  -0.68
C (4.125, 1.051, 0.127)  0.73
C (4.083, 2.319, -0.555)  -0.75
N (3.297, 3.337, -0.416)  0.04
C (2.293, 3.600, 0.631)  -0.06
C (2.934, 3.547, 2.017)  -0.38
C (1.900, 3.754, 3.106)  -0.90
N (0.969, 2.617, 3.124)  0.40
C (0.111, 2.391, 4.058)  -0.15
C (-0.937, 1.421, 3.975)  0.22
C (-1.833, 1.336, 5.056)  -1.12
C (-2.935, 0.502, 5.049)  -0.06
C (-3.878, 0.403, 6.218)  -1.59
C (-3.116, -0.268, 3.901)  -0.78
C (-2.243, -0.228, 2.814)  1.04
C (-2.424, -1.197, 1.759)  -0.51
N (-1.693, -1.372, 0.716)  0.77
C (-1.929, -2.651, 0.001)  -0.72
C (-0.645, -3.492, 0.005)  -0.03
C (0.251, -3.214, 1.202)  -1.42
N (1.013, -1.955, 0.991)  0.59
C (2.258, -2.001, 1.289)  -0.11
C (3.280, -0.993, 1.062)  1.00
C (4.591, -1.393, 1.306)  -1.01
C (3.008, 0.282, 0.521)  0.57
O (1.782, 0.702, 0.345)  -0.15
C (-1.130, 0.620, 2.831)  0.67
O (-0.284, 0.663, 1.827)  -0.40
H (7.835, -0.323, 1.038)  0.40
H (7.357, -1.965, 0.615)  0.35
H (7.213, -1.409, 2.277)  0.39
H (6.264, 1.151, -0.053)  0.48
H (4.877, 2.486, -1.279)  0.54
H (3.490, 4.114, -1.037)  0.38
H (1.482, 2.887, 0.506)  -0.59
H (1.896, 4.594, 0.428)  0.44
H (3.693, 4.325, 2.100)  0.47
H (3.432, 2.588, 2.176)  0.18
H (1.327, 4.667, 2.928)  0.34
H (2.370, 3.840, 4.085)  0.55
H (0.864, 2.036, 2.286)  -0.33
H (0.171, 3.020, 4.943)  0.57
H (-1.647, 1.956, 5.927)  0.45
H (-3.595, 1.090, 7.012)  0.40
H (-3.879, -0.606, 6.632)  0.36
H (-4.900, 0.636, 5.917)  0.37
H (-3.968, -0.939, 3.850)  0.59
H (-3.247, -1.896, 1.916)  0.33
H (-2.264, -2.461, -1.015)  -0.40
H (-2.726, -3.188, 0.517)  0.89
H (-0.064, -3.308, -0.900)  -0.13
H (-0.917, -4.547, -0.003)  0.60
H (0.952, -4.036, 1.346)  0.75
H (-0.329, -3.116, 2.122)  0.16
H (2.639, -2.934, 1.706)  0.35
H (4.751, -2.372, 1.748)  0.57
Cl (-1.449, 4.143, 1.104)  -0.18
C (-2.796, 3.077, 0.779)  0.70
C (-4.007, 3.429, 1.351)  -0.76
C (-5.135, 2.677, 1.078)  -0.60
C (-5.042, 1.579, 0.237)  -0.80
C (-3.818, 1.252, -0.315)  0.95
Cl (-3.817, -0.153, -1.367)  -0.16
C (-2.647, 1.977, -0.071)  -0.60
S (-1.104, 1.689, -0.890)  -0.47
H (-4.063, 4.305, 1.982)  0.51
H (-6.091, 2.961, 1.494)  0.48
H (-5.914, 0.986, -0.002)  0.51
Te (-1.328, -0.152, -3.371)  1.76
C (-2.222, -1.956, -3.842)  0.83
C (-1.603, -3.192, -3.676)  0.07
C (-2.249, -4.322, -4.147)  -0.82
C (-3.480, -4.211, -4.791)  -0.61
C (-4.084, -2.974, -4.953)  -0.73
C (-3.457, -1.831, -4.470)  -0.85
C (0.309, -0.336, -4.607)  0.79
C (1.220, -1.389, -4.586)  0.01
C (2.133, -1.487, -5.619)  -0.83
C (2.124, -0.554, -6.657)  -0.52
C (1.224, 0.497, -6.659)  -0.77
C (0.307, 0.619, -5.618)  -0.69
H (-0.640, -3.281, -3.194)  0.18
H (-1.789, -5.294, -4.025)  0.48
H (-3.966, -5.098, -5.173)  0.44
H (-5.041, -2.894, -5.450)  0.47
H (-3.939, -0.866, -4.591)  0.41
H (1.230, -2.108, -3.780)  0.29
H (2.850, -2.296, -5.626)  0.45
H (2.831, -0.653, -7.470)  0.44
H (1.231, 1.224, -7.459)  0.45
H (-0.392, 1.449, -5.617)  0.41
O (0.820, -0.385, -1.546)  -0.08
O (-0.409, -1.091, -1.816)  -0.28

Summary:
**Frontier orbital gap**: 6.80 eV
**HOMO**: -0.560 Ha
**Net charge**: +3
**E_LUMO**: -8.448 eV
**Spin multiplicity**: 1

***

Record 4
H4N2OS2 | ωB97M-V/def2-TZVPD

Each line ends with the Mulliken charge.
Geometry (Å):
N (-1.347, 0.343, -0.672)  -0.50
N (0.949, -0.880, 0.572)  -0.50
O (0.744, 1.698, -0.161)  -0.44
S (-0.355, 1.041, 0.528)  0.49
S (2.278, -0.313, -0.256)  -0.16
H (-2.104, -0.199, -0.280)  0.25
H (-1.694, 1.003, -1.354)  0.26
H (0.416, -1.587, 0.079)  0.30
H (1.113, -1.105, 1.545)  0.29

Summary:
**Frontier orbital gap (spin up / spin down)**: 7.65 / 7.34 eV
**HOMO (spin up / spin down)**: -0.289 / -0.282 Ha
**E_LUMO (spin up / spin down)**: -0.222 / -0.333 eV
**Spin multiplicity**: 1

***

Record 5
C5H12OSi | ωB97M-V/def2-TZVPD

Each line ends with the Mulliken charge.
Geometry (Å):
C (3.177, -0.069, -0.222)  -0.99
C (1.718, 0.289, -0.365)  0.23
C (0.647, -0.117, 0.249)  -0.27
Si (-1.092, 0.522, 0.080)  0.38
C (-1.941, 0.583, 1.778)  -0.99
C (-1.841, -0.832, -1.092)  -1.08
O (-1.610, 1.869, -0.649)  -0.54
H (3.302, -1.160, -0.400)  0.28
H (3.515, 0.206, 0.808)  0.27
H (3.782, 0.417, -1.072)  0.28
H (1.600, 1.222, -1.039)  0.09
H (0.661, -0.878, 1.109)  0.15
H (-2.973, 0.813, 1.883)  0.36
H (-1.705, -0.405, 2.070)  0.27
H (-1.281, 1.282, 2.289)  0.27
H (-2.756, -0.419, -1.422)  0.33
H (-1.235, -0.840, -1.937)  0.37
H (-2.058, -1.872, -0.638)  0.29
H (-1.157, 2.232, -1.448)  0.31

Summary:
**Structure (SMILES)**: C/C=C/[Si](C)(C)O
**Frontier orbital gap**: 9.94 eV
**HOMO**: -0.342 Ha
**E_LUMO**: 0.628 eV
**Spin multiplicity**: 1

***

Record 6
C4H9N3O | ωB97M-V/def2-TZVPD

Each line ends with the Mulliken charge.
Geometry (Å):
C (-1.194, -0.093, 0.659)  -0.82
C (-0.853, -1.121, -0.319)  -0.85
C (-0.082, 0.931, 0.526)  -0.23
C (0.633, -1.189, -0.286)  -0.27
N (-0.632, 1.797, -0.589)  -0.63
N (1.013, 0.171, 0.186)  0.71
N (2.221, 0.510, 0.372)  -0.52
O (3.158, -0.312, 0.175)  -0.39
H (-2.105, 0.498, 0.474)  0.41
H (-1.186, -0.378, 1.825)  0.26
H (-1.407, -2.055, -0.316)  0.40
H (-1.128, -0.701, -1.181)  0.35
H (-0.950, 1.176, -1.302)  0.26
H (0.168, 1.580, 1.365)  0.47
H (1.047, -1.830, 0.519)  0.27
H (1.182, -1.346, -1.220)  0.34
H (0.115, 2.362, -0.889)  0.24

Summary:
**Frontier orbital gap (spin up / spin down)**: 7.32 / 8.22 eV
**⟨S²⟩**: 2.01
**HOMO (spin up / spin down)**: -0.235 / -0.343 Ha
**E_LUMO (spin up / spin down)**: 0.920 / -1.123 eV
**Spin multiplicity**: 3